Entry 1:
Formula: C9H15O3S
Source: the Open Molecules 2025 dataset
Level of theory: the ωB97M-V functional and the def2-TZVPD basis

Positions of all 28 atoms, in Å:
C  1.447  0.984  -1.099
C  2.071  -0.191  1.411
C  0.666  1.906  1.110
C  0.502  0.799  0.102
C  0.417  3.305  0.573
C  -1.910  -3.333  -1.501
C  -0.792  0.063  0.017
C  -2.011  -2.016  -0.741
C  -0.664  -1.305  -0.650
O  1.040  0.639  -2.213
O  2.534  1.508  -0.784
O  2.447  1.793  3.089
S  2.437  1.584  1.607
H  1.546  -0.647  2.231
H  2.784  -0.772  0.859
H  0.082  1.722  2.017
H  -0.615  3.417  0.232
H  1.086  3.485  -0.265
H  0.611  4.045  1.350
H  -2.885  -3.813  -1.583
H  -1.231  -4.015  -0.993
H  -1.527  -3.155  -2.503
H  -1.229  -0.044  1.018
H  -1.480  0.677  -0.580
H  -2.394  -2.206  0.267
H  -2.728  -1.364  -1.247
H  0.041  -1.915  -0.080
H  -0.247  -1.152  -1.645

LUMO level (spin up / spin down) = 3.35 / 3.35 eV
E_HOMO (spin up / spin down) = -3.86 / -3.86 eV
net charge = -1
largest force on an atom = 3.9 eV/A
orbital gap (spin up / spin down) = 7.21 / 7.21 eV
ΔE to the lowest compared entry with this formula, charge and spin = 1.292 eV
E = -26553.1163 eV


Entry 2:
Formula: C9H15P3
Source: the Open Molecules 2025 dataset
Level of theory: the ωB97M-V functional and the def2-TZVPD basis

Positions of all 27 atoms, in Å:
C  0.243  -0.059  -1.418
C  -0.319  -0.041  -0.061
C  0.172  -1.253  -2.085
C  -0.845  -1.231  0.375
C  1.295  1.532  1.698
C  0.818  1.226  -2.040
C  0.581  -1.627  -3.451
C  1.487  1.648  3.029
C  -1.421  1.531  2.310
P  -0.659  -2.579  -0.951
P  -1.662  -1.822  1.896
P  -0.323  1.601  0.799
H  2.183  1.203  1.137
H  1.694  1.140  -2.644
H  1.100  1.865  -1.219
H  0.058  1.851  -2.607
H  1.299  -0.931  -3.887
H  -0.287  -1.834  -3.901
H  1.122  -2.623  -3.471
H  2.504  1.498  3.376
H  0.626  2.013  3.612
H  -0.653  -2.798  1.913
H  -0.776  1.149  3.204
H  -2.194  0.855  2.115
H  -1.681  2.569  2.482
H  -1.861  -2.219  -1.460
H  -2.501  -2.664  1.247

LUMO level = 0.53 eV
E_HOMO = -8.16 eV
net charge = 0
largest force on an atom = 4.6 eV/A
orbital gap = 8.70 eV
ΔE to the lowest compared entry with this formula, charge and spin = 0.910 eV
E = -37438.8744 eV
SMILES = C=CP(C)C1=C(C)C(C)=[PH]=C1P


Entry 3:
Formula: C9H16Cl2MoN2O2P
Source: the Open Molecules 2025 dataset
Level of theory: the ωB97M-V functional and the def2-TZVPD basis

Positions of all 33 atoms, in Å:
C  0.970  -3.778  -0.956
C  0.840  -2.432  -0.214
H  -0.053  -4.210  -1.068
H  1.768  -4.566  -0.795
H  1.060  -3.514  -2.038
O  -0.203  -1.792  -0.019
Cl  2.330  -1.716  0.095
Mo  -0.494  1.989  1.178
P  -0.125  1.233  -1.579
C  -1.548  1.733  -2.602
C  1.221  2.401  -2.007
H  1.453  -0.603  -2.281
H  0.598  0.098  -3.663
H  -0.221  -1.067  -2.627
C  0.466  -0.194  -2.587
H  2.146  2.035  -1.525
H  1.339  2.435  -3.103
H  -1.260  1.812  -3.683
H  -1.925  2.722  -2.244
H  0.954  3.388  -1.599
H  -2.372  0.987  -2.474
C  -2.298  1.622  0.526
O  -3.451  1.534  0.294
Cl  1.025  3.740  1.362
N  0.344  -0.842  2.738
C  0.108  -1.301  3.972
C  -0.605  -0.354  4.696
C  -0.815  0.751  3.777
N  -0.229  0.438  2.544
H  0.799  -1.536  2.038
H  0.456  -2.323  4.190
H  -0.927  -0.387  5.768
H  -1.352  1.696  3.886

LUMO level (spin up / spin down) = -15.24 / -14.50 eV
E_HOMO (spin up / spin down) = -20.27 / -20.27 eV
2S+1 = 3
net charge = +3
largest force on an atom = 10.6 eV/A
orbital gap (spin up / spin down) = 5.03 / 5.77 eV
ΔE to the lowest compared entry with this formula, charge and spin = 0.000 eV
E = -52822.9900 eV


Entry 4:
Formula: C9H16Cl2N2O2PPm
Source: the Open Molecules 2025 dataset
Level of theory: the ωB97M-V functional and the def2-TZVPD basis

Positions of all 33 atoms, in Å:
C  0.815  0.630  -4.062
C  0.294  0.457  -2.675
H  1.219  1.640  -4.239
H  0.032  0.493  -4.810
H  1.643  -0.051  -4.260
O  0.232  1.283  -1.775
Cl  -0.259  -1.189  -2.481
Pm  -1.167  -0.840  1.932
P  1.806  -0.589  1.065
C  2.921  0.573  1.951
C  2.369  -2.182  1.799
H  2.426  -1.382  -1.168
H  3.874  -0.913  -0.244
H  2.828  0.344  -0.952
C  2.828  -0.641  -0.467
H  1.923  -3.009  1.228
H  3.466  -2.248  1.767
H  3.968  0.233  1.922
H  2.597  0.676  2.991
H  2.043  -2.255  2.845
H  2.855  1.553  1.463
C  -0.278  1.492  1.620
O  0.039  2.587  1.371
Cl  -2.173  -2.483  3.628
N  -4.762  0.975  0.715
C  -4.448  1.088  -0.637
C  -3.275  0.410  -0.813
N  -2.841  -0.065  0.454
C  -3.795  0.281  1.335
H  -5.584  1.368  1.159
H  -5.089  1.605  -1.345
H  -2.698  0.194  -1.697
H  -3.812  -0.036  2.378

LUMO level (spin up / spin down) = -8.66 / -8.27 eV
E_HOMO (spin up / spin down) = -16.70 / -16.71 eV
2S+1 = 5
net charge = +2
largest force on an atom = 7.0 eV/A
orbital gap (spin up / spin down) = 8.04 / 8.43 eV
E = -67541.9540 eV